DFT (ωB97M-V/def2-TZVPD) results for a molecular structure, C16H30BeF3NO17.

ORCA input file:
```
! RIJCOSX wB97M-V def2-TZVPD def2/J DEFGRID3
* xyz -1 2
Be 0.06032 -0.26286 0.19322
N -0.90895 -0.27104 3.15258
O -1.59192 -0.64648 2.24260
O -1.19753 -0.39968 4.27673
O 0.11436 0.31242 2.80346
C 0.69881 -1.15404 -2.99066
O 0.10115 -2.00348 -1.99410
O 0.55285 0.07967 -2.30055
C 2.19126 -1.60414 -3.33026
F 2.98818 -1.48366 -2.27971
F 2.25727 -2.89233 -3.68692
F 2.77754 -0.89611 -4.26689
C -0.83110 -2.98232 -2.53560
C -1.33707 -3.97923 -1.43169
H -1.94392 -3.66238 -0.58349
H -1.90597 -4.77451 -1.91334
H -0.45653 -4.46814 -1.01489
H -0.31593 -3.62218 -3.25204
H -1.71552 -2.57653 -3.02676
H 0.04980 -1.20596 -3.86485
C 4.06907 -1.50016 1.71971
O 2.79899 -1.63190 1.13777
C 1.84271 -2.37690 1.66696
O 0.70166 -2.38123 1.30297
O 2.26947 -2.92110 2.85516
C 1.52187 -3.76752 3.58836
H 4.59187 -0.71026 1.18041
H 4.58200 -2.46101 1.67753
H 4.07054 -1.19625 2.76648
H 0.45377 -3.69970 3.38181
H 1.66785 -3.52144 4.64013
H 1.82792 -4.81181 3.52584
C 4.09481 1.20580 -1.18921
O 3.88615 2.25180 -0.26715
C 2.73546 2.23555 0.43305
O 1.88818 1.36838 0.41025
O 2.74042 3.27859 1.28883
C 1.64041 3.45965 2.22438
H 5.03339 1.26183 -1.74060
H 3.29662 1.19279 -1.93139
H 4.06004 0.24764 -0.67072
H 1.62395 2.77440 3.07189
H 0.67418 3.64829 1.75648
H 1.83674 4.42029 2.70054
C -3.05688 3.41214 1.83390
O -2.44611 4.02448 0.71031
C -1.40861 3.29574 0.06926
O -1.01703 2.21273 0.39770
O -0.98629 3.93364 -0.98957
C -0.01735 3.45298 -1.88468
H -2.40909 3.25192 2.69576
H -3.35469 2.43298 1.45885
H -4.04953 3.83318 1.99359
H -0.44429 2.57698 -2.37300
H 0.88723 3.22249 -1.32191
H 0.12620 4.11884 -2.73564
C -2.94589 1.51438 -2.63613
O -4.01375 0.90608 -1.82884
C -3.69772 0.11207 -0.77006
O -2.53972 -0.18396 -0.48628
O -4.86046 -0.35598 -0.27048
C -4.85187 -1.02888 0.99003
H -2.86934 2.60047 -2.68743
H -3.01676 1.03762 -3.61376
H -1.94169 1.23606 -2.31640
H -5.85235 -1.26027 1.35555
H -4.56997 -0.35468 1.79879
H -4.15919 -1.86379 0.88413
*
```

The value obtained for the energy above the lowest of the compared OMol25 structures with the same formula, charge and spin is 0.00 kJ/mol. Its gap between HOMO and LUMO (spin up / spin down) is 0.16188 / 0.27874 Ha. As for the expectation value of S²: 0.75. Its HOMO energy (spin up / spin down) is -1.6 / -4.8 eV.



DFT (ωB97M-V/def2-TZVPD) results for a molecular structure, C13H25F4O12PSSi2.

ORCA input file:
```
! RIJCOSX wB97M-V def2-TZVPD def2/J DEFGRID3
* xyz 0 1
C -3.87849 -0.16277 -1.00465
C -2.66500 -1.09729 -0.95352
C -2.50242 -1.79895 -2.30464
C -1.44352 -0.30758 -0.46648
C -0.77729 0.60456 -1.53383
Si 1.01206 0.20240 -1.58886
O 1.67382 0.58717 -0.12267
Si 3.24527 0.29355 0.31789
C 3.31566 0.27563 2.21242
O 3.50729 -1.08747 2.69087
C 4.53633 -1.26326 3.51120
F 4.52925 -2.51156 3.92594
F 4.48909 -0.47188 4.58690
F 5.70968 -1.02673 2.92571
P 1.23565 -1.99172 -2.16635
O 2.80749 -2.10631 -2.62074
O 1.31745 -2.69481 -0.67051
S 1.87100 1.55390 -3.16917
O 0.84653 1.76833 -4.15286
O 2.48956 2.68770 -2.54360
F 3.02339 0.76767 -3.90297
H -4.80508 -0.73150 -1.10551
H -3.79205 0.47353 -1.88882
H -3.93103 0.46556 -0.12371
H -2.84734 -1.88434 -0.21668
H -2.64255 -1.10615 -3.13722
H -1.54654 -2.30961 -2.42482
H -3.28239 -2.55791 -2.40137
H -1.79473 0.34683 0.33290
H -0.69529 -0.95033 0.00449
H -1.24931 0.53679 -2.51411
H -0.83730 1.65947 -1.24770
H 4.13648 1.35174 -0.19440
H 3.73685 -1.00693 -0.17159
H 4.13269 0.91266 2.54956
H 2.37129 0.62364 2.63141
H 3.16399 -2.96978 -2.36689
H 0.42377 -2.96994 -0.40691
C -2.96897 5.43601 -1.61998
C -3.04269 4.32845 -2.65519
O -3.22735 3.16905 -1.83730
C -3.76431 3.55233 -0.65404
O -4.17128 2.80484 0.17468
O -3.75332 4.90141 -0.54752
H -3.39365 6.37850 -1.95351
H -1.95227 5.60071 -1.25978
H -3.90617 4.43118 -3.31425
H -2.14028 4.21975 -3.25078
C 1.22713 -1.93115 4.07695
C 1.07867 -3.43276 4.23246
O -0.07935 -3.70328 3.43276
C -0.20838 -2.71720 2.52105
O -0.97038 -2.73720 1.60542
O 0.64686 -1.70563 2.78659
H 2.25968 -1.59235 4.08309
H 0.65212 -1.37476 4.81853
H 1.92664 -3.97884 3.81690
H 0.90303 -3.75337 5.25522
*
```

Its gap between HOMO and LUMO is 0.32608 Ha. Its HOMO energy is -8.4 eV.



DFT (ωB97M-V/def2-TZVPD) results for 2 unconnected molecules or ions with the total composition C4H8BrN2.

ORCA input file:
```
! RIJCOSX wB97M-V def2-TZVPD def2/J DEFGRID3
* xyz 1 1
C -2.16385 -0.88623 0.48653
C -0.62199 -0.26868 -0.95653
C -0.19828 0.11110 0.28904
C 0.96609 0.88075 0.75005
N -1.16168 -0.30468 1.12795
N -1.81634 -0.88856 -0.83065
Br 3.33858 0.06344 -1.29021
H -3.11100 -1.01752 0.92019
H 4.45079 0.77573 -1.50575
H -0.10988 -0.27152 -1.83130
H 0.54604 1.64408 1.37212
H 1.35877 1.25676 -0.25494
H 1.80538 0.35692 1.22180
H -1.18377 -0.06337 2.15197
H -2.09886 -1.38823 -1.65026
*
```

The value obtained for the energy above the lowest of the compared OMol25 structures with the same formula, charge and spin is 87.11 kJ/mol. Its gap between HOMO and LUMO is 0.38625 Ha. Its HOMO energy is -14.0 eV.



DFT (ωB97M-V/def2-TZVPD) results for 2 unconnected molecules or ions with the total composition C5H15NOS.

ORCA input file:
```
! RIJCOSX wB97M-V def2-TZVPD def2/J DEFGRID3
* xyz 0 1
C -0.48489 -2.05097 1.25441
C -0.29578 -0.70674 0.57544
C -0.17114 0.49418 1.60142
C 0.80576 1.57373 1.14759
S 2.21048 1.38897 -0.03316
C 1.47312 1.50828 -1.67927
N -1.52984 -0.42935 -0.21106
H 0.22115 -2.30278 2.05622
H -1.48297 -2.22186 1.65176
H -0.27142 -2.93430 0.62944
H 0.58290 -0.86709 -0.04140
H 0.21061 0.05794 2.53812
H -1.22220 0.69815 1.75148
H 0.27406 2.42959 0.69983
H 1.13853 1.97460 2.11076
H 1.31811 0.51089 -2.11895
H 0.42015 1.74182 -1.49708
H 1.83379 2.30621 -2.31041
H -1.53770 0.44170 -0.70283
H -2.36267 -0.62645 0.31713
H -0.28131 -1.59833 -2.20304
H -0.73894 -0.37050 -2.59203
O -0.10979 -1.01770 -2.94439
*
```

The value obtained for the energy above the lowest of the compared OMol25 structures with the same formula, charge and spin is 137.47 kJ/mol. The SMILES is CSCC[C@@H](C)N.O. Its gap between HOMO and LUMO is 0.34462 Ha. Its HOMO energy is -8.6 eV.



DFT (ωB97M-V/def2-TZVPD) results for a molecular structure, C18H13CoN7O6S.

ORCA input file:
```
! RIJCOSX wB97M-V def2-TZVPD def2/J DEFGRID3
* xyz 0 2
Co -0.35038 0.04728 0.83330
N 3.44566 1.20858 0.39036
C 4.12373 0.08074 0.01263
C 3.41078 -0.45440 -1.02015
N 2.28362 0.29162 -1.26305
C 2.33704 1.26289 -0.38708
C 1.31078 2.26543 -0.13842
N 0.03251 2.01739 0.07190
C -0.53465 3.22026 0.41948
C 0.40774 4.19440 0.39922
N 1.57366 3.57748 0.02330
H 3.50845 1.66392 1.29079
H 5.02675 -0.23101 0.50502
H 3.65019 -1.32248 -1.60987
H -1.56443 3.31168 0.71060
H 0.36038 5.24430 0.62023
H 2.47906 4.00585 -0.05584
O -2.71460 -6.45649 -0.45692
N -3.58515 -5.61206 -0.39953
O -4.76921 -5.83416 -0.53107
C -3.17430 -4.19504 -0.20038
C -4.17381 -3.28637 -0.29812
C -3.90960 -1.88668 -0.14205
C -4.90321 -0.89394 -0.22805
C -4.54088 0.41829 -0.06133
C -3.19517 0.72706 0.18903
N -2.25217 -0.19094 0.27005
C -2.60083 -1.48720 0.10725
C -1.55199 -2.46841 0.21660
N -0.33385 -1.96561 0.48818
C 0.69789 -2.76597 0.64744
C 0.55233 -4.15224 0.51203
C -0.68039 -4.68893 0.22859
C -1.79786 -3.83758 0.07194
H -5.18085 -3.62031 -0.49638
H -5.93135 -1.17040 -0.41915
H -5.26517 1.21726 -0.11512
H -2.87338 1.74752 0.33315
H 1.63520 -2.28665 0.90060
H 1.41166 -4.79335 0.64259
H -0.79461 -5.75481 0.13228
O 1.11738 0.12606 4.18872
S 0.87182 0.81774 2.95500
O -0.61432 0.90825 2.63582
O 1.31876 -0.06128 1.75416
O 1.53387 2.10512 2.81279
*
```

The value obtained for the energy above the lowest of the compared OMol25 structures with the same formula, charge and spin is 0.00 kJ/mol. Its gap between HOMO and LUMO (spin up / spin down) is 0.24157 / 0.23945 Ha. As for the expectation value of S²: 0.95. Its HOMO energy (spin up / spin down) is -8.3 / -8.2 eV.



DFT (ωB97M-V/def2-TZVPD) results for a molecular structure, C3H5NOS.

ORCA input file:
```
! RIJCOSX wB97M-V def2-TZVPD def2/J DEFGRID3
* xyz 0 1
C -0.03095 -0.84984 -0.37774
C 1.92674 -0.26972 -0.76521
C -0.18490 0.82893 1.37281
N -0.57234 -0.00827 0.39223
O 2.45576 0.66050 -0.33501
S -2.76537 -0.08184 0.13651
H -0.32207 -1.56370 -1.16596
H 2.29862 -1.04317 -1.45159
H -0.81608 1.68647 1.52889
H 0.75201 0.83773 1.90633
H -2.74141 -0.19709 -1.24126
*
```

The value obtained for the energy above the lowest of the compared OMol25 structures with the same formula, charge and spin is 638.80 kJ/mol. Its gap between HOMO and LUMO (spin up / spin down) is 0.23886 / 0.27236 Ha. Its HOMO energy (spin up / spin down) is -7.5 / -7.9 eV.



DFT (ωB97M-V/def2-TZVPD) results for 6 unconnected molecules or ions with the total composition C46H54F5N4O6.

ORCA input file:
```
! RIJCOSX wB97M-V def2-TZVPD def2/J DEFGRID3
* xyz 1 1
C 0.75608 -6.93061 1.80111
O -0.01202 -6.82628 0.58103
C -1.39155 -6.55892 0.90003
C -1.73764 -5.06976 0.51265
C -0.60593 -4.16545 0.24524
C -0.94184 -2.77674 -0.12675
C 0.24909 -1.78603 -0.38768
C 0.90505 -2.09310 -1.79288
O 2.35095 -1.96554 -1.76856
C 2.70537 -0.71239 -1.26513
O 3.45957 -0.65382 -0.33228
C -2.35213 -2.36291 -0.21662
C -2.59262 -0.86233 -0.59276
O -1.98576 -0.51080 -1.85069
O -1.92413 0.86974 -1.88916
N -3.39060 -3.26194 0.04250
C -4.80487 -2.79775 -0.07854
C -5.35105 -2.05438 1.21783
N -6.40490 -1.11450 0.74507
N -4.35247 -1.28083 1.97344
N -6.02084 -2.98102 2.17189
C -3.13216 -4.58119 0.41139
C -4.25053 -5.61791 0.75344
C -4.89902 -6.35001 -0.51411
C -4.40605 -5.82173 -1.90683
O -6.33439 -6.26519 -0.35313
H 0.43353 -7.81448 2.42574
H 0.61807 -6.00485 2.44028
H 1.85877 -6.99716 1.58572
H -1.48953 -6.70238 2.00757
H -2.03699 -7.29060 0.33215
H 0.46038 -4.48133 0.33646
H -0.05440 -0.71047 -0.25537
H 1.00995 -1.97780 0.42662
H 0.62228 -3.13378 -2.11872
H 0.52815 -1.37579 -2.58142
H 2.29515 0.26256 -1.67059
H -2.03887 -0.26314 0.19740
H -3.66087 -0.53580 -0.53101
H -1.25659 1.19140 -1.24601
H -4.85679 -2.08444 -0.94856
H -5.50835 -3.62831 -0.32123
H -6.47741 -0.40419 1.48366
H -7.27811 -1.64175 0.67749
H -3.51477 -1.81796 2.19356
H -4.13955 -0.37852 1.54808
H -6.38081 -2.38937 2.92789
H -5.27850 -3.53722 2.61551
H -3.88948 -6.42521 1.45255
H -5.06165 -5.07922 1.30986
H -4.67226 -7.45014 -0.41175
H -5.02714 -6.36082 -2.68365
H -4.60767 -4.72718 -2.07787
H -3.34068 -6.10297 -2.14589
H -6.58496 -5.36939 -0.63944
F 6.02377 4.47709 -1.37131
C 6.00930 3.44466 -2.23598
C 5.63246 2.19295 -1.78940
C 5.61298 1.13058 -2.68117
C 5.98135 1.32800 -4.00705
C 6.36433 2.59103 -4.44268
C 6.37274 3.65847 -3.55356
H 5.35569 2.05465 -0.75097
H 5.31061 0.14706 -2.34203
H 5.96890 0.49565 -4.70125
H 6.65520 2.74501 -5.47478
H 6.65831 4.65189 -3.87695
F 6.50797 -3.39099 5.61044
C 5.91799 -2.97593 4.47802
C 4.82237 -3.66665 3.99251
C 4.20929 -3.23354 2.82316
C 4.70453 -2.12274 2.14808
C 5.80947 -1.44129 2.64517
C 6.41736 -1.86609 3.81994
H 4.45594 -4.53436 4.52752
H 3.34508 -3.76281 2.43724
H 4.22806 -1.78889 1.23418
H 6.19778 -0.57849 2.11715
H 7.27360 -1.34221 4.22635
F 2.16773 2.84496 -2.02577
C 1.96811 4.11517 -1.60914
C 3.04245 4.98420 -1.53882
C 2.83253 6.29024 -1.11473
C 1.55502 6.70742 -0.75668
C 0.48613 5.82333 -0.82747
C 0.69177 4.52002 -1.26164
H 4.02975 4.64053 -1.81343
H 3.66469 6.98232 -1.06254
H 1.39418 7.72523 -0.42171
H -0.50765 6.14865 -0.54440
H -0.13201 3.81927 -1.33172
F 0.67279 6.98075 2.28341
C 1.64904 6.73055 3.17512
C 1.42724 6.99739 4.51412
C 2.43287 6.73463 5.43577
C 3.65060 6.21867 5.00649
C 3.86219 5.95971 3.65745
C 2.85416 6.21155 2.73541
H 0.47513 7.40694 4.82860
H 2.26774 6.93263 6.48797
H 4.43580 6.01834 5.72627
H 4.81290 5.56155 3.32325
H 2.99862 6.00768 1.68150
F -5.55893 3.70415 -1.07620
C -4.97996 3.81876 -2.28600
C -3.97256 2.93944 -2.63975
C -3.37748 3.05304 -3.88969
C -3.78970 4.05109 -4.76576
C -4.80000 4.93138 -4.39541
C -5.40358 4.81191 -3.14982
H -3.66075 2.17623 -1.94279
H -2.59275 2.36467 -4.18015
H -3.32196 4.14201 -5.73918
H -5.11775 5.71114 -5.07700
H -6.19798 5.48312 -2.84777
*
```

The value obtained for the energy above the lowest of the compared OMol25 structures with the same formula, charge and spin is 0.00 kJ/mol. Its gap between HOMO and LUMO is 0.22801 Ha. Its HOMO energy is -10.5 eV.



DFT (ωB97M-V/def2-TZVPD) results for a molecular structure, C33H31AuN7SSe.

ORCA input file:
```
! RIJCOSX wB97M-V def2-TZVPD def2/J DEFGRID3
* xyz 1 3
Au -0.01011 0.73876 -2.30832
C -4.87020 -3.92949 -0.74922
C -3.67507 -3.80740 -1.70339
C -3.41692 -5.16055 -2.38427
C -4.00612 -2.77057 -2.77667
C -2.42508 -3.42824 -0.91620
C -2.02087 -4.19954 0.18670
C -0.84287 -3.93637 0.88199
C -0.01589 -2.87304 0.55298
S 1.63246 -3.10096 1.17953
C 0.86863 -0.12173 0.17995
N 0.05553 -0.80466 -0.79985
C -0.47868 -1.98704 -0.49084
C -1.64053 -2.34662 -1.23538
C 3.02628 0.76379 0.41719
C 4.32874 1.07917 0.72993
C 4.70831 2.42366 0.70006
C 3.79246 3.42377 0.36259
C 2.47717 3.11951 0.06210
C 2.09212 1.77356 0.10618
H -5.76648 -4.17727 -1.31950
H -5.05334 -2.98909 -0.22505
H -4.72954 -4.71504 -0.00525
H -4.28470 -5.44403 -2.98170
H -3.23947 -5.95287 -1.65432
H -2.55064 -5.10697 -3.04639
H -4.91157 -3.07530 -3.30144
H -3.21166 -2.68408 -3.52116
H -4.19093 -1.78410 -2.34503
H -2.61810 -5.04773 0.49554
H -0.53370 -4.60824 1.67293
H -1.91406 -1.66779 -2.03221
H 5.05665 0.31367 0.97307
H 5.73269 2.69169 0.92290
H 4.12115 4.45418 0.33181
H 1.75456 3.88070 -0.20075
C -0.94334 0.38950 2.02299
C 0.34280 -0.20650 1.61104
N 0.82126 1.30632 -0.09035
C 2.33981 -0.57344 0.30370
C 2.25987 -1.43459 1.55168
N 1.24402 -0.73098 2.36753
C 1.21686 -0.86735 3.84651
N 0.82021 0.34728 4.45574
N -0.37678 0.41407 5.12102
N -0.49376 1.56294 5.64685
C 0.64249 2.30701 5.35224
C 0.98498 3.61402 5.70860
C 2.19836 4.08328 5.26301
C 3.05500 3.28335 4.47503
C 2.72841 1.99404 4.11648
C 1.49901 1.52725 4.59081
H -1.56697 0.53688 1.14408
H -0.76025 1.37023 2.47030
H -1.44890 -0.22144 2.76976
H 2.68803 -1.14862 -0.55279
H 3.19110 -1.58705 2.09490
H 2.22759 -1.14900 4.13973
H 0.52085 -1.64789 4.14852
H 0.31761 4.21884 6.30699
H 2.50735 5.08849 5.51476
H 3.99705 3.69898 4.14174
H 3.38300 1.39819 3.49270
Se 0.65903 2.73338 -3.43506
C -0.19038 2.85933 -5.14360
C 0.19508 2.06750 -6.21508
C -0.36009 2.32505 -7.45934
N -1.24675 3.29285 -7.69381
C -1.61395 4.03600 -6.65068
C -1.12351 3.86129 -5.36379
H 0.91716 1.27242 -6.08837
H -0.07121 1.72571 -8.31595
H -2.34212 4.81416 -6.85208
H -1.45914 4.49479 -4.55432
*
```

The value obtained for the energy above the lowest of the compared OMol25 structures with the same formula, charge and spin is 69.55 kJ/mol. Its gap between HOMO and LUMO (spin up / spin down) is 0.22869 / 0.15824 Ha. As for the expectation value of S²: 2.07. Its HOMO energy (spin up / spin down) is -10.0 / -9.9 eV.



Number 1: E -2275.6207 Ha. Number 2: E -3131.3927 Ha. Number 3: E -2840.4869 Ha. Number 4: E -727.6334 Ha. Number 5: E -3309.4408 Ha. Number 6: E -645.2684 Ha. Number 7: E -2954.5859 Ha. Number 8: E -4594.4102 Ha.